{
  "formula": "C10H23CdNO2",
  "method": "ωB97M-V/def2-TZVPD",
  "species": ["C", "O", "C", "C", "C", "C", "C", "C", "N", "C", "C", "O", "C", "H", "H", "H", "H", "H", "H", "H", "H", "H", "H", "H", "H", "H", "H", "H", "H", "H", "H", "H", "H", "H", "H", "H", "Cd"],
  "xyz": [[-3.71, 1.87, 2.47], [-3.13, 0.73, 1.83], [-1.76, 0.62, 2.12], [-1.27, -0.71, 1.57], [-1.95, -0.96, 0.25], [-1.49, -0.01, -0.88], [-0.01, -0.25, -1.25], [0.50, 0.52, -2.44], [1.96, 0.65, -2.34], [2.68, -0.62, -2.22], [3.18, -0.97, -0.78], [3.45, 0.19, -0.07], [2.96, 0.28, 1.25], [-3.62, 1.78, 3.54], [-3.22, 2.77, 2.13], [-4.76, 1.89, 2.22], [-1.20, 1.46, 1.69], [-1.60, 0.62, 3.20], [-0.19, -0.69, 1.51], [-1.53, -1.50, 2.27], [-1.63, -2.06, -0.04], [-3.02, -0.99, 0.35], [-1.54, 0.99, -0.48], [-2.14, -0.10, -1.75], [0.59, 0.04, -0.39], [0.18, -1.38, -1.39], [0.18, 0.09, -3.40], [0.08, 1.51, -2.33], [2.29, 1.07, -3.20], [3.57, -0.53, -2.83], [2.13, -1.47, -2.65], [4.07, -1.58, -0.87], [2.43, -1.59, -0.29], [2.62, -0.67, 1.65], [3.73, 0.67, 1.90], [2.13, 0.99, 1.30], [-0.97, -2.67, -1.64]],
  "mulliken_charge": [-0.79, -0.34, -0.77, -0.48, 0.33, -1.48, 0.54, -0.70, -0.24, -0.49, -0.41, -0.36, -0.68, 0.32, 0.34, 0.27, 0.36, 0.55, -0.05, 0.51, -0.12, 0.67, 0.50, 0.25, 0.04, 0.37, 0.31, 0.42, 0.31, 0.49, 0.09, 0.43, 0.23, 0.30, 0.33, 0.21, 0.69],
  "largest_force_ev_per_a": 1.76,
  "lumo_energy_ev": -12.20,
  "total_charge": 2,
  "homo_lumo_gap_ev": 3.31,
  "multiplicity": 1
}

{
  "formula": "C10H23IMnN14O",
  "method": "ωB97M-V/def2-TZVPD",
  "species": ["Mn", "N", "C", "C", "N", "C", "C", "N", "C", "C", "N", "H", "H", "H", "H", "H", "H", "H", "H", "H", "H", "H", "H", "H", "H", "H", "H", "H", "H", "N", "C", "N", "N", "N", "N", "C", "N", "N", "N", "N", "H", "N", "C", "O", "C", "I", "H", "H", "H", "H"],
  "xyz": [[-0.29, -0.24, -0.32], [2.66, -1.16, 0.86], [2.43, 0.25, 1.17], [0.77, -0.43, 2.81], [-0.47, -0.48, 1.94], [-1.07, -1.80, 2.21], [-0.35, -2.83, 1.37], [-0.42, -2.36, -0.02], [-1.41, 0.62, 2.22], [-2.70, 0.44, 1.41], [-2.46, -0.16, 0.07], [3.29, -1.22, 0.06], [3.18, -1.55, 1.64], [3.36, 0.83, 1.16], [2.03, 0.99, -0.72], [1.13, -1.46, 2.85], [0.46, -0.14, 3.82], [-1.02, -2.05, 3.28], [-2.12, -1.80, 1.94], [0.70, -2.88, 1.63], [-0.78, -3.83, 1.50], [0.25, -2.86, -0.60], [-1.33, -2.56, -0.41], [-1.66, 0.68, 3.28], [-0.90, 1.55, 1.95], [-3.40, -0.18, 1.96], [-3.18, 1.42, 1.30], [-3.09, -0.93, -0.09], [-2.70, 0.52, -0.66], [0.89, 3.09, -0.40], [-0.28, 2.83, -1.08], [-0.96, 3.67, -1.85], [-1.94, 2.92, -2.37], [-1.85, 1.70, -1.96], [-0.80, 1.60, -1.10], [1.19, 2.17, 0.64], [1.30, 2.55, 1.86], [1.66, 1.79, 2.87], [1.85, 0.41, 2.46], [1.51, 0.83, 0.15], [1.00, 4.05, -0.12], [1.87, -0.88, -3.66], [0.59, -0.51, -3.43], [0.05, -0.68, -2.35], [-0.15, 0.16, -4.55], [-0.87, -1.31, -5.91], [2.34, -1.43, -2.97], [2.23, -0.89, -4.60], [0.47, 0.85, -5.11], [-1.01, 0.68, -4.12]],
  "lowdin_spin": [0.97, 0.00, 0.00, 0.00, 0.00, 0.00, 0.00, 0.01, 0.00, 0.00, 0.00, 0.00, 0.00, 0.00, 0.00, 0.00, 0.00, 0.00, 0.00, 0.00, 0.00, 0.00, 0.00, 0.00, 0.00, 0.00, 0.00, 0.00, 0.00, 0.00, 0.00, 0.00, 0.00, 0.00, 0.00, 0.00, -0.01, -0.01, 0.00, 0.01, 0.00, 0.00, 0.00, 0.01, 0.00, 0.00, 0.00, 0.00, 0.00, 0.00],
  "relative_energy_ev": 4.142,
  "largest_force_ev_per_a": 1.08,
  "lumo_energy_ev": [-0.41, -0.41],
  "homo_lumo_gap_ev": [5.24, 5.21],
  "multiplicity": 2,
  "s2": 1.03
}

{
  "formula": "C10H23IrO4S4Si",
  "method": "ωB97M-V/def2-TZVPD",
  "species": ["Ir", "C", "C", "S", "C", "C", "S", "C", "C", "S", "H", "H", "H", "H", "H", "H", "H", "H", "H", "H", "H", "H", "O", "S", "O", "O", "O", "C", "Si", "C", "C", "C", "H", "H", "H", "H", "H", "H", "H", "H", "H", "H", "H"],
  "xyz": [[1.04, -0.35, -0.68], [0.86, 3.51, -0.56], [-0.44, 3.20, 0.19], [-1.14, 1.56, -0.22], [-1.48, 0.85, 1.42], [-0.35, 0.84, 2.43], [1.31, 0.19, 1.85], [2.21, 1.80, 1.90], [2.99, 2.17, 0.65], [2.03, 2.14, -0.88], [1.41, 4.29, -0.02], [0.62, 3.88, -1.55], [-1.20, 3.93, -0.10], [-0.32, 3.24, 1.27], [-1.80, -0.16, 1.18], [-2.34, 1.39, 1.83], [-0.63, 0.15, 3.22], [-0.21, 1.81, 2.89], [2.92, 1.69, 2.72], [1.50, 2.58, 2.15], [3.78, 1.45, 0.48], [3.41, 3.17, 0.75], [3.65, -0.63, 1.12], [3.49, -1.35, -0.16], [4.67, -2.08, -0.49], [3.17, -0.30, -1.22], [2.23, -2.17, -0.10], [-2.40, -3.51, -2.44], [-1.81, -2.17, -1.24], [-3.35, -1.12, -0.82], [-1.12, -3.04, 0.29], [-0.48, -1.10, -2.03], [-3.24, -4.06, -2.02], [-1.60, -4.23, -2.65], [-2.72, -3.09, -3.39], [-4.15, -1.32, -1.54], [-3.14, -0.05, -0.87], [-3.74, -1.34, 0.17], [-1.86, -3.71, 0.74], [-0.77, -2.35, 1.05], [-0.26, -3.64, -0.01], [0.17, -1.73, -2.64], [-0.90, -0.32, -2.67]],
  "lowdin_spin": [2.66, 0.02, 0.02, 0.13, 0.01, 0.01, 0.11, 0.01, 0.01, 0.14, 0.00, 0.00, 0.00, 0.00, 0.00, 0.00, 0.00, 0.00, 0.00, 0.00, 0.00, 0.00, 0.01, 0.01, 0.03, 0.23, 0.19, 0.01, 0.05, 0.00, 0.01, 0.25, 0.00, 0.00, 0.00, 0.00, 0.00, 0.00, 0.00, 0.00, 0.00, 0.03, 0.02],
  "largest_force_ev_per_a": 2.89,
  "lumo_energy_ev": [-0.10, -1.74],
  "homo_lumo_gap_ev": [7.85, 7.17],
  "multiplicity": 5,
  "s2": 6.01
}

{
  "formula": "C10H23N6O3Pt",
  "method": "ωB97M-V/def2-TZVPD",
  "species": ["Pt", "C", "C", "C", "O", "C", "O", "O", "H", "H", "H", "H", "H", "H", "H", "C", "N", "C", "N", "C", "N", "C", "N", "C", "C", "H", "H", "H", "H", "H", "H", "H", "H", "H", "H", "H", "H", "N", "N", "H", "H", "H", "H"],
  "xyz": [[-0.62, 0.71, -1.68], [1.28, -3.19, -1.29], [0.69, -2.13, -2.21], [1.04, -2.36, -3.67], [1.08, -0.81, -1.76], [-0.89, -2.25, -2.08], [-1.39, -3.33, -2.27], [-1.44, -1.13, -1.77], [2.37, -3.18, -1.36], [0.91, -4.17, -1.58], [1.00, -3.02, -0.25], [2.12, -2.40, -3.80], [0.62, -1.57, -4.30], [0.62, -3.31, -3.99], [1.63, -0.40, -2.43], [1.06, 1.08, 1.09], [1.15, 1.01, 2.53], [0.89, -0.37, 2.96], [-0.44, -0.81, 2.53], [-0.53, -0.73, 1.09], [-0.29, 0.67, 0.62], [-1.30, 1.55, 1.26], [-1.22, 1.47, 2.70], [0.12, 1.87, 3.12], [-1.44, 0.08, 3.12], [1.80, 0.42, 0.64], [1.25, 2.11, 0.77], [0.95, -0.43, 4.04], [1.64, -1.03, 2.52], [-1.52, -1.05, 0.76], [0.23, -1.37, 0.64], [-2.29, 1.23, 0.93], [-1.12, 2.58, 0.96], [0.19, 1.81, 4.21], [0.31, 2.91, 2.81], [-2.44, -0.23, 2.80], [-1.38, 0.02, 4.21], [-1.53, 3.26, -2.11], [-0.19, 2.78, -1.93], [-1.56, 4.16, -2.59], [-1.99, 3.35, -1.21], [0.35, 3.32, -1.25], [0.29, 2.88, -2.82]],
  "lowdin_spin": [1.37, 0.00, 0.01, 0.00, 0.13, 0.01, 0.01, 0.09, 0.00, 0.00, 0.00, 0.00, 0.00, 0.00, 0.00, 0.00, 0.01, 0.00, 0.01, 0.00, 0.20, 0.01, 0.01, 0.00, 0.00, 0.00, 0.00, 0.00, 0.00, 0.00, 0.00, 0.00, 0.00, 0.00, 0.00, 0.00, 0.00, 0.06, 0.03, 0.00, 0.00, 0.00, 0.01],
  "relative_energy_ev": 0.703,
  "largest_force_ev_per_a": 2.88,
  "lumo_energy_ev": [-3.41, -5.29],
  "total_charge": 1,
  "homo_lumo_gap_ev": [8.69, 6.88],
  "multiplicity": 3,
  "s2": 2.01
}

{
  "formula": "C10H24NO6P2",
  "method": "ωB97M-V/def2-TZVPD",
  "species": ["C", "C", "C", "C", "C", "O", "O", "C", "C", "N", "P", "P", "O", "O", "O", "H", "H", "H", "H", "H", "H", "H", "H", "H", "H", "H", "H", "H", "H", "H", "H", "H", "C", "C", "C", "O", "H", "H", "H", "H", "H", "H", "H"],
  "xyz": [[0.61, -0.15, 2.29], [1.00, -0.43, 0.84], [0.70, 0.68, -0.15], [-0.66, 0.52, -0.89], [-1.48, 1.77, -0.89], [-1.09, 2.82, -1.39], [-2.78, 1.75, -0.37], [-2.90, 1.24, 0.94], [-2.98, 2.38, 1.98], [-1.67, 2.75, 2.53], [-4.43, 0.14, 0.95], [-3.62, -1.84, 1.35], [-2.15, -1.83, 1.28], [-4.28, -2.87, 0.36], [-4.17, -2.34, 2.76], [-0.41, 0.18, 2.41], [1.26, 0.57, 2.76], [0.69, -1.08, 2.85], [2.07, -0.57, 0.82], [0.55, -1.37, 0.53], [0.80, 1.68, 0.26], [1.45, 0.60, -0.93], [-1.20, -0.27, -0.39], [-0.49, 0.19, -1.91], [-2.07, 0.61, 1.22], [-3.45, 3.25, 1.55], [-3.58, 2.05, 2.82], [-1.39, 2.05, 3.21], [-0.97, 2.68, 1.80], [-5.12, 0.47, 2.13], [-3.71, -2.89, -0.42], [-3.75, -1.77, 3.41], [3.81, -1.99, -3.51], [4.05, -0.50, -3.18], [5.46, -0.37, -2.56], [3.11, -0.03, -2.32], [3.83, -2.59, -2.59], [2.83, -2.12, -3.98], [4.57, -2.39, -4.19], [4.11, 0.02, -4.17], [5.52, -0.93, -1.62], [5.68, 0.68, -2.34], [6.24, -0.75, -3.23]],
  "mulliken_charge": [-1.01, -0.44, -0.32, -0.11, 0.16, -0.58, -0.34, 2.10, -1.09, -0.71, -0.34, 0.84, -0.51, -0.54, -0.53, -0.09, 0.39, 0.35, 0.42, 0.28, 0.52, -0.03, 0.05, 0.44, -1.23, 0.33, 0.57, 0.34, 0.31, 0.04, 0.37, 0.36, -1.36, 0.35, -1.34, -0.78, 0.29, 0.30, 0.42, 0.12, 0.29, 0.30, 0.41],
  "largest_force_ev_per_a": 2.40,
  "lumo_energy_ev": 1.95,
  "total_charge": -1,
  "homo_lumo_gap_ev": 4.67,
  "multiplicity": 1
}

{
  "formula": "C10H24O18S4",
  "method": "ωB97M-V/def2-TZVPD",
  "species": ["C", "O", "H", "H", "H", "H", "C", "O", "H", "H", "H", "H", "C", "C", "O", "S", "O", "O", "O", "H", "H", "H", "H", "C", "C", "O", "S", "O", "O", "O", "H", "H", "H", "H", "C", "C", "O", "S", "O", "O", "O", "H", "H", "H", "H", "C", "C", "O", "S", "O", "O", "O", "H", "H", "H", "H"],
  "xyz": [[-2.46, -2.19, -3.36], [-3.59, -1.30, -3.35], [-2.71, -3.20, -3.65], [-1.69, -1.82, -4.03], [-2.06, -2.17, -2.36], [-4.14, -1.54, -4.13], [-1.99, 0.45, 0.84], [-0.72, 0.72, 1.41], [-2.50, 1.45, 0.78], [-2.11, -0.10, -0.10], [-2.64, 0.01, 1.61], [-0.15, 1.29, 0.88], [3.61, -1.31, 2.66], [3.37, 0.13, 2.31], [2.56, 0.13, 1.09], [2.55, -1.34, 0.42], [3.09, -1.28, -0.92], [1.31, -2.01, 0.61], [3.68, -1.97, 1.36], [2.80, -1.76, 3.24], [4.55, -1.40, 3.26], [4.28, 0.66, 2.06], [2.77, 0.66, 3.02], [2.23, 0.97, -3.05], [3.52, 1.54, -2.43], [3.10, 2.55, -1.48], [1.50, 2.74, -1.44], [1.13, 3.82, -2.27], [0.99, 2.73, -0.12], [1.17, 1.33, -2.14], [2.29, -0.11, -3.02], [2.04, 1.35, -4.08], [4.09, 2.08, -3.18], [4.14, 0.81, -1.92], [-2.72, 1.76, -2.88], [-4.04, 1.51, -2.19], [-4.11, 2.56, -1.16], [-3.53, 3.91, -1.80], [-2.64, 4.44, -0.83], [-4.53, 4.71, -2.40], [-2.76, 3.22, -3.04], [-2.74, 1.15, -3.76], [-1.80, 1.41, -2.41], [-4.15, 0.55, -1.70], [-4.84, 1.65, -2.94], [-0.11, -3.27, 3.36], [-0.12, -1.80, 3.68], [1.07, -1.50, 4.48], [1.21, -2.72, 5.44], [0.40, -2.63, 6.61], [2.58, -3.09, 5.59], [0.50, -3.81, 4.50], [0.40, -3.54, 2.42], [-1.12, -3.68, 3.27], [-0.90, -1.59, 4.43], [-0.04, -1.15, 2.81]],
  "mulliken_charge": [-0.56, -0.45, 0.33, 0.27, 0.16, 0.28, -0.54, -0.38, 0.27, 0.12, 0.37, 0.21, 0.01, -0.35, -0.23, 1.09, -0.64, -0.52, -0.37, -0.06, 0.36, 0.29, 0.34, -0.33, -0.34, -0.33, 1.11, -0.56, -0.58, -0.14, 0.31, 0.29, 0.29, 0.23, 0.14, -0.40, -0.33, 1.11, -0.50, -0.59, -0.35, 0.34, -0.07, 0.33, 0.33, -0.12, 0.01, -0.32, 1.16, -0.58, -0.56, -0.37, 0.21, 0.35, 0.36, -0.12],
  "largest_force_ev_per_a": 2.83,
  "lumo_energy_ev": 0.15,
  "homo_lumo_gap_ev": 10.50,
  "multiplicity": 1
}

Repeat the fourth record exactly.
{
  "formula": "C10H23N6O3Pt",
  "method": "ωB97M-V/def2-TZVPD",
  "species": ["Pt", "C", "C", "C", "O", "C", "O", "O", "H", "H", "H", "H", "H", "H", "H", "C", "N", "C", "N", "C", "N", "C", "N", "C", "C", "H", "H", "H", "H", "H", "H", "H", "H", "H", "H", "H", "H", "N", "N", "H", "H", "H", "H"],
  "xyz": [[-0.62, 0.71, -1.68], [1.28, -3.19, -1.29], [0.69, -2.13, -2.21], [1.04, -2.36, -3.67], [1.08, -0.81, -1.76], [-0.89, -2.25, -2.08], [-1.39, -3.33, -2.27], [-1.44, -1.13, -1.77], [2.37, -3.18, -1.36], [0.91, -4.17, -1.58], [1.00, -3.02, -0.25], [2.12, -2.40, -3.80], [0.62, -1.57, -4.30], [0.62, -3.31, -3.99], [1.63, -0.40, -2.43], [1.06, 1.08, 1.09], [1.15, 1.01, 2.53], [0.89, -0.37, 2.96], [-0.44, -0.81, 2.53], [-0.53, -0.73, 1.09], [-0.29, 0.67, 0.62], [-1.30, 1.55, 1.26], [-1.22, 1.47, 2.70], [0.12, 1.87, 3.12], [-1.44, 0.08, 3.12], [1.80, 0.42, 0.64], [1.25, 2.11, 0.77], [0.95, -0.43, 4.04], [1.64, -1.03, 2.52], [-1.52, -1.05, 0.76], [0.23, -1.37, 0.64], [-2.29, 1.23, 0.93], [-1.12, 2.58, 0.96], [0.19, 1.81, 4.21], [0.31, 2.91, 2.81], [-2.44, -0.23, 2.80], [-1.38, 0.02, 4.21], [-1.53, 3.26, -2.11], [-0.19, 2.78, -1.93], [-1.56, 4.16, -2.59], [-1.99, 3.35, -1.21], [0.35, 3.32, -1.25], [0.29, 2.88, -2.82]],
  "lowdin_spin": [1.37, 0.00, 0.01, 0.00, 0.13, 0.01, 0.01, 0.09, 0.00, 0.00, 0.00, 0.00, 0.00, 0.00, 0.00, 0.00, 0.01, 0.00, 0.01, 0.00, 0.20, 0.01, 0.01, 0.00, 0.00, 0.00, 0.00, 0.00, 0.00, 0.00, 0.00, 0.00, 0.00, 0.00, 0.00, 0.00, 0.00, 0.06, 0.03, 0.00, 0.00, 0.00, 0.01],
  "relative_energy_ev": 0.703,
  "largest_force_ev_per_a": 2.88,
  "lumo_energy_ev": [-3.41, -5.29],
  "total_charge": 1,
  "homo_lumo_gap_ev": [8.69, 6.88],
  "multiplicity": 3,
  "s2": 2.01
}